No. 1
Entry from the OMol25 dataset: a structure of composition C25H60BBr2F6N6O7P3SSi2 in a non-equilibrium geometry (ωB97M-V/def2-TZVPD).

As for the total charge: 0. The HOMO energy is -7.8 eV. As for the frontier orbital gap: 6.657 eV.

Element x y z (Å)
C (-2.2397, 1.9553, 0.7518)
C (-2.7400, 0.6963, -0.2038)
B (-1.9896, 0.6306, -1.6499)
O (-1.4817, 1.9451, -2.1838)
Si (-1.7270, -1.0017, -2.7481)
O (-1.2684, -0.4486, -4.2092)
Si (-1.3653, -1.0134, -5.7749)
C (-2.6958, -2.2584, -6.3627)
C (-2.8552, -3.6879, -5.6812)
O (-2.0836, -4.7898, -5.7548)
C (0.4355, -1.3887, -6.5204)
C (0.6998, -2.9585, -6.8652)
C (1.7160, -3.7638, -5.8536)
F (2.9311, -2.9333, -5.5045)
Br (0.8493, -4.4847, -4.1832)
C (2.3553, -5.1347, -6.5726)
F (3.3402, -5.6585, -5.5525)
F (2.9603, -4.8820, -7.8948)
Br (0.8764, -6.5249, -6.5903)
P (0.0638, -1.9167, -1.7321)
C (1.5221, -1.1490, -2.7704)
C (3.0100, -1.5961, -2.2516)
C (0.3181, -1.1673, 0.0032)
C (1.2489, 0.2124, 0.0180)
S (-3.4585, -2.1903, -2.3527)
O (-3.9098, -2.1851, -0.8332)
O (-3.2724, -3.7418, -2.5714)
C (-4.9032, -1.4395, -3.2684)
F (-4.4354, -0.1906, -3.9823)
F (-5.9108, -0.9204, -2.2661)
F (-5.6704, -2.3579, -4.1350)
H (-2.2232, 1.6700, 1.8898)
H (-2.9777, 2.8717, 0.6135)
H (-1.1742, 2.3059, 0.3953)
H (-2.7019, -0.2712, 0.4488)
H (-3.8992, 0.9074, -0.4026)
H (-2.2004, 2.6460, -1.9923)
H (-1.7505, 0.2100, -6.5718)
H (-3.7393, -1.6799, -6.3129)
H (-2.5039, -2.4157, -7.5316)
H (-3.8765, -3.8923, -5.0910)
H (0.5333, -0.8036, -7.5601)
H (1.2818, -0.8754, -5.8536)
H (-0.3089, -3.4978, -7.0977)
H (1.2796, -2.9656, -7.9127)
H (1.3827, 0.0229, -2.9074)
H (1.3891, -1.6325, -3.8347)
H (3.7241, -1.4948, -3.2049)
H (3.4440, -0.8465, -1.4638)
H (3.0641, -2.7255, -1.9398)
H (0.9509, -1.9608, 0.6288)
H (-0.6557, -0.9759, 0.6206)
H (0.8652, 0.8306, 0.9629)
H (2.3802, -0.0107, 0.2309)
H (1.0881, 0.8907, -0.9188)
O (1.2634, 3.7691, 0.8710)
P (1.5620, 5.1587, 1.4853)
N (0.2332, 5.8477, 0.6656)
C (0.1178, 7.1338, 0.0067)
C (-1.0747, 5.4679, 1.2070)
N (3.0053, 5.3238, 0.5760)
C (2.9619, 5.5713, -0.8632)
C (3.9711, 4.2458, 0.8263)
N (1.9052, 6.7561, 2.1915)
C (1.1104, 7.1503, 3.3434)
C (2.8348, 7.7768, 1.7481)
H (-0.0501, 7.9523, 0.7142)
H (-0.7255, 7.1349, -0.6959)
H (0.9827, 7.3837, -0.6006)
H (-1.3653, 6.1255, 2.0325)
H (-1.0720, 4.4415, 1.5871)
H (-1.8523, 5.5087, 0.4359)
H (2.2279, 4.9420, -1.3731)
H (3.9370, 5.4017, -1.3378)
H (2.7450, 6.6202, -1.0642)
H (3.7148, 3.3324, 0.2829)
H (4.0084, 4.0041, 1.8940)
H (4.9820, 4.5503, 0.5338)
H (0.3712, 7.9096, 3.0692)
H (1.7375, 7.5449, 4.1478)
H (0.5717, 6.2928, 3.7583)
H (2.5280, 8.2288, 0.8024)
H (3.8513, 7.3871, 1.6416)
H (2.9164, 8.5975, 2.4712)
O (-0.3299, -3.1805, 2.7952)
P (-0.8562, -3.4738, 4.2214)
N (-0.1977, -2.0116, 4.8052)
C (0.4797, -1.7362, 6.0569)
C (-0.9181, -0.8097, 4.3758)
N (0.2398, -4.7748, 4.4298)
C (1.6677, -4.5306, 4.6192)
C (0.0856, -5.8267, 3.4164)
N (-1.4614, -3.8109, 5.8611)
C (-2.6952, -3.1503, 6.2553)
C (-0.8682, -4.6133, 6.9131)
H (-0.2181, -1.6134, 6.8916)
H (1.0649, -0.8103, 5.9851)
H (1.2030, -2.4987, 6.3300)
H (-1.7539, -0.5903, 5.0478)
H (-1.3261, -0.9222, 3.3665)
H (-0.2552, 0.0624, 4.3446)
H (2.0569, -3.7750, 3.9318)
H (2.2611, -5.4442, 4.4848)
H (1.8707, -4.2279, 5.6462)
H (0.5621, -5.5564, 2.4703)
H (-0.9748, -6.0163, 3.2182)
H (0.5179, -6.7714, 3.7640)
H (-2.4973, -2.3383, 6.9622)
H (-3.3975, -3.8521, 6.7140)
H (-3.2037, -2.7215, 5.3864)
H (0.0424, -4.1604, 7.3112)
H (-0.6408, -5.6286, 6.5755)
H (-1.5485, -4.7394, 7.7641)


No. 2
Entry from the OMol25 dataset: a structure of composition C25H60GeN2O6Si4W in a non-equilibrium geometry (ωB97M-V/def2-TZVPD).

As for the total charge: +1. The HOMO energy (alpha / beta) is -10.4 / -10.7 eV. As for the frontier orbital gap (alpha / beta): 6.630 / 5.606 eV. As for the spin multiplicity: 2.

Element x y z (Å)
W (-0.4892, 0.1091, -1.3288)
N (-0.8336, 1.9551, 0.0117)
C (-2.1696, 2.0225, 0.6165)
C (-2.9688, 0.7908, 0.3306)
O (-4.1389, 0.7292, 0.6436)
N (-2.2436, -0.2450, -0.2240)
C (-3.0730, -1.3639, -0.6609)
C (-2.8484, -1.4852, -2.1275)
O (-3.6025, -1.8243, -2.9879)
O (-1.5539, -1.1726, -2.4132)
H (-0.1269, 2.2495, 0.6716)
H (-0.8184, 2.5688, -0.7924)
H (-2.7258, 2.8964, 0.2827)
H (-2.1003, 2.0963, 1.6972)
H (-4.1199, -1.2151, -0.4209)
H (-2.7373, -2.2999, -0.2076)
C (2.2476, 2.7223, -0.1089)
C (2.1802, 2.4314, -1.5869)
C (3.4741, 1.8321, -2.1040)
C (1.7893, 3.6759, -2.3628)
O (1.0936, 1.4166, -1.8246)
Ge (0.7532, 0.7803, -3.4774)
O (-1.5047, 1.5000, -2.2772)
C (-2.3571, 1.8999, -3.3786)
C (-1.9869, 3.3450, -3.6700)
C (-2.1375, 1.0281, -4.6092)
C (-3.7937, 1.8026, -2.8939)
O (0.7360, -1.3127, -1.4885)
C (0.8948, -2.6187, -2.1893)
C (2.2044, -3.1966, -1.6964)
C (-0.2416, -3.5726, -1.8348)
C (0.9726, -2.3418, -3.6790)
H (3.1652, 3.2657, 0.1169)
H (1.4177, 3.3510, 0.2135)
H (2.2485, 1.7964, 0.4662)
H (4.3168, 2.4619, -1.8167)
H (3.6383, 0.8396, -1.6900)
H (3.4822, 1.7624, -3.1953)
H (2.5529, 4.4410, -2.2097)
H (1.7246, 3.4945, -3.4376)
H (0.8333, 4.0745, -2.0170)
H (-0.9286, 3.4416, -3.9324)
H (-2.5707, 3.7228, -4.5109)
H (-2.1885, 3.9842, -2.8073)
H (-1.1779, 1.2514, -5.0931)
H (-2.1884, -0.0310, -4.3613)
H (-2.9019, 1.2320, -5.3599)
H (-3.9552, 2.4321, -2.0173)
H (-4.4667, 2.1425, -3.6834)
H (-4.0722, 0.7803, -2.6448)
H (2.1497, -3.4340, -0.6341)
H (2.3998, -4.1199, -2.2434)
H (3.0427, -2.5217, -1.8630)
H (-0.5630, -3.4129, -0.8063)
H (-1.0981, -3.4794, -2.4939)
H (0.1333, -4.5945, -1.9047)
H (1.8604, -1.7478, -3.9251)
H (1.0767, -3.2873, -4.2143)
H (0.0662, -1.8598, -4.0418)
C (-0.5687, -2.5441, 4.2519)
Si (-0.8296, -2.3811, 2.4031)
C (-0.1525, -3.9678, 1.6496)
C (-2.6976, -2.3389, 2.2318)
Si (0.2808, -0.4769, 1.5486)
Si (-0.2535, 1.0539, 3.3206)
C (0.7003, 0.6320, 4.8745)
C (-2.0796, 1.0328, 3.7749)
C (0.2253, 2.8639, 3.0310)
Si (2.6414, -0.7706, 1.9217)
C (2.8925, -2.0528, 3.2659)
C (3.4916, 0.7909, 2.5530)
C (3.6411, -1.4223, 0.4872)
H (-1.0783, -3.4898, 4.4698)
H (-1.0578, -1.7676, 4.8409)
H (0.4645, -2.6398, 4.5831)
H (-0.0340, -4.7068, 2.4480)
H (0.8201, -3.8465, 1.1669)
H (-0.8351, -4.3972, 0.9128)
H (-3.1056, -2.6083, 3.2100)
H (-3.0512, -3.0847, 1.5164)
H (-3.1328, -1.3772, 1.9551)
H (0.6396, -0.3992, 5.2170)
H (0.2258, 1.2676, 5.6310)
H (1.7501, 0.9138, 4.8134)
H (-2.2528, 0.3824, 4.6367)
H (-2.7686, 0.7087, 2.9923)
H (-2.3709, 2.0454, 4.0739)
H (1.1962, 3.0024, 2.5478)
H (0.3165, 3.3066, 4.0278)
H (-0.5128, 3.4663, 2.4977)
H (2.6467, -1.6866, 4.2645)
H (3.9664, -2.2745, 3.2525)
H (2.3589, -2.9882, 3.0895)
H (3.7811, 0.6242, 3.5929)
H (2.9256, 1.7205, 2.5234)
H (4.4118, 0.9437, 1.9807)
H (3.6372, -2.5129, 0.5092)
H (4.6746, -1.0931, 0.6358)
H (3.3221, -1.1171, -0.5052)


No. 3
Entry from the OMol25 dataset: a structure of composition C25H60IN2O8PSi2 in a non-equilibrium geometry (ωB97M-V/def2-TZVPD).

As for the total charge: 0. The HOMO energy is -7.5 eV. As for the frontier orbital gap: 7.791 eV.

Element x y z (Å)
C (-4.1490, -2.9202, 5.9034)
C (-3.5552, -2.8658, 4.5047)
C (-2.0507, -2.4638, 4.4121)
I (-0.8714, -2.8794, 6.1521)
Si (-1.3637, -3.3069, 2.8801)
O (0.2926, -3.1916, 2.7106)
Si (1.0256, -1.7310, 2.9440)
C (1.4820, -0.8204, 1.3685)
C (0.3148, -0.0994, 0.6431)
C (-0.5497, 0.7826, 1.5444)
C (-1.4785, 1.6188, 0.6374)
C (0.2481, 1.7430, 2.4426)
C (1.3137, 2.5450, 1.6900)
C (2.5279, 2.9049, 2.5298)
C (2.5304, 2.9386, 3.9000)
C (1.5775, 3.7827, 4.7104)
C (3.4990, 2.0709, 4.6500)
P (2.9483, -2.1333, 4.0715)
O (3.0575, -3.5887, 4.2555)
O (3.0194, -1.3656, 5.4901)
O (4.1903, -1.6084, 3.1856)
H (-5.2172, -3.1318, 5.8027)
H (-4.0830, -1.9679, 6.4253)
H (-3.7495, -3.7332, 6.5030)
H (-4.0860, -2.0963, 3.9424)
H (-3.7093, -3.8230, 4.0012)
H (-2.0346, -1.3843, 4.2778)
H (-2.0466, -2.8029, 1.6667)
H (-1.6784, -4.7435, 3.0026)
H (0.2151, -0.8543, 3.8102)
H (1.8682, -1.5722, 0.6743)
H (2.3134, -0.1354, 1.5512)
H (0.7224, 0.4259, -0.2209)
H (-0.3357, -0.8775, 0.2418)
H (-1.2017, 0.1483, 2.1520)
H (-1.7520, 1.0169, -0.2303)
H (-2.4136, 1.8418, 1.1581)
H (-1.0443, 2.5763, 0.3626)
H (0.6473, 1.2246, 3.3167)
H (-0.4732, 2.4596, 2.8450)
H (1.6646, 2.0692, 0.7783)
H (0.8332, 3.4880, 1.3868)
H (3.4430, 3.2039, 2.0216)
H (1.9032, 3.8054, 5.7482)
H (0.5778, 3.3217, 4.7271)
H (1.4476, 4.7712, 4.2847)
H (2.9085, 1.2858, 5.1291)
H (4.0524, 2.5736, 5.4509)
H (4.1699, 1.5680, 3.9552)
H (2.1434, -1.0761, 5.7679)
H (4.9155, -1.3398, 3.7645)
C (-2.8696, 3.6620, -2.1828)
O (-1.4540, 3.6985, -2.1862)
C (-0.8688, 2.8190, -3.1400)
C (-0.2072, 3.5909, -4.2616)
N (-1.1959, 4.2477, -5.1070)
C (-0.6383, 5.2069, -6.0567)
C (0.0781, 6.4351, -5.5034)
O (-0.7651, 7.3494, -4.8294)
C (-1.0138, 7.0597, -3.4667)
H (-3.2145, 4.2357, -1.3237)
H (-3.2907, 4.1111, -3.0884)
H (-3.2356, 2.6361, -2.0807)
H (-1.6027, 2.1065, -3.5271)
H (-0.0966, 2.2499, -2.6122)
H (0.3780, 2.8980, -4.8739)
H (0.4862, 4.3088, -3.8032)
H (-1.8587, 4.7320, -4.5164)
H (-1.4692, 5.5630, -6.6706)
H (0.0444, 4.6755, -6.7275)
H (0.4798, 6.9836, -6.3593)
H (0.9389, 6.1720, -4.8766)
H (-0.1616, 6.5677, -2.9909)
H (-1.9079, 6.4415, -3.3455)
H (-1.1986, 8.0052, -2.9565)
C (-0.4081, -7.2329, -2.0370)
O (0.8642, -6.7404, -2.4092)
C (1.0258, -6.5310, -3.8066)
C (1.1288, -5.0549, -4.1257)
N (-0.1463, -4.3793, -3.9181)
C (-0.0718, -2.9223, -3.9618)
C (0.7667, -2.2137, -2.9025)
O (0.2492, -2.3092, -1.5882)
C (0.6012, -3.4838, -0.8799)
H (-0.3585, -7.4963, -0.9818)
H (-1.1927, -6.4802, -2.1710)
H (-0.6663, -8.1304, -2.6068)
H (0.2213, -7.0040, -4.3769)
H (1.9659, -7.0115, -4.0922)
H (1.4267, -4.9353, -5.1716)
H (1.9248, -4.6371, -3.4949)
H (-0.5169, -4.6533, -3.0179)
H (-1.0955, -2.5499, -3.8701)
H (0.2858, -2.6213, -4.9517)
H (0.7542, -1.1468, -3.1453)
H (1.8194, -2.5199, -2.9238)
H (1.5892, -3.8567, -1.1608)
H (-0.1449, -4.2711, -1.0206)
H (0.6112, -3.2282, 0.1780)


No. 4
Entry from the OMol25 dataset: a cluster of 13 separate species, C25H60O21 in total in a non-equilibrium geometry (ωB97M-V/def2-TZVPD).

As for the total charge: 0. The HOMO energy is -10.1 eV. As for the frontier orbital gap: 9.724 eV.

Element x y z (Å)
C (5.6745, 2.9641, -0.0793)
O (5.7775, 1.8965, 0.8439)
H (4.6999, 3.0674, -0.5564)
H (5.6285, 3.9246, 0.4339)
H (6.4093, 2.9286, -0.8836)
H (6.5509, 1.3437, 0.7103)
C (-5.3084, 5.1306, 2.4398)
O (-5.6578, 3.7464, 2.6329)
H (-4.2992, 5.1304, 2.0278)
H (-5.8819, 5.6904, 1.7010)
H (-5.1450, 5.6513, 3.3833)
H (-6.6022, 3.6472, 2.7740)
C (1.5724, 5.6659, 2.5314)
O (1.9697, 5.6702, 3.8874)
H (0.5008, 5.4862, 2.4453)
H (1.8317, 6.5896, 2.0141)
H (1.9922, 4.8336, 1.9663)
H (2.2982, 4.8061, 4.1461)
C (4.5683, 2.3491, -5.3735)
O (3.9828, 3.6504, -5.0765)
H (4.2593, 1.7139, -4.5434)
H (4.1328, 2.0452, -6.3254)
H (5.6343, 2.5658, -5.4431)
H (3.0644, 3.4413, -4.8907)
C (-1.2352, -7.6768, 2.6742)
O (-2.3470, -7.0620, 2.0492)
H (-0.8740, -8.1917, 1.7840)
H (-0.5070, -6.9069, 2.9295)
H (-1.5009, -8.3256, 3.5088)
H (-1.9993, -6.6700, 1.2448)
C (4.2258, -2.8875, 2.9006)
O (3.7033, -1.7701, 3.6557)
H (5.1378, -3.3402, 3.2898)
H (3.4857, -3.6831, 2.9873)
H (4.4430, -2.6227, 1.8658)
H (4.3954, -1.1049, 3.6424)
C (-0.4503, -2.9671, 5.1026)
O (-1.8578, -2.9879, 4.9301)
H (0.0800, -3.7525, 4.5639)
H (-0.1618, -1.9660, 4.7822)
H (-0.2709, -2.8765, 6.1739)
H (-2.0388, -2.9133, 3.9903)
C (-0.7005, 4.5413, -5.2176)
O (-0.4049, 4.4469, -3.8990)
H (-1.5008, 5.2623, -5.3843)
H (0.1424, 4.9421, -5.7806)
H (-0.9227, 3.5542, -5.6230)
H (-1.2345, 4.2408, -3.4620)
C (-4.9698, 5.3029, -2.2624)
O (-4.3188, 4.1867, -1.7472)
H (-4.3807, 6.1689, -1.9607)
H (-4.8714, 5.1917, -3.3422)
H (-6.0163, 5.3277, -1.9587)
H (-4.3680, 4.1028, -0.7921)
C (5.3773, -5.6065, -2.0918)
C (5.4925, -5.4236, -3.5856)
C (5.3645, -3.9420, -4.0068)
O (6.4146, -3.8987, -4.9472)
C (7.2169, -4.9384, -4.8702)
O (8.3051, -5.0871, -5.4809)
O (6.7872, -5.8514, -4.0091)
H (4.5688, -5.0312, -1.6408)
H (6.2916, -5.2217, -1.6402)
H (5.2793, -6.6398, -1.7590)
H (4.7415, -6.0660, -4.0454)
H (5.5730, -3.3389, -3.1231)
H (4.4286, -3.6161, -4.4606)
C (-2.3573, 2.3499, 6.9780)
C (-3.5819, 1.6453, 7.3081)
C (-3.5109, 0.4294, 8.1805)
O (-4.4270, 0.8184, 9.2419)
C (-4.9585, 1.9888, 9.1507)
O (-5.9152, 2.4757, 9.8371)
O (-4.3700, 2.5756, 8.0672)
H (-2.5263, 3.3611, 6.6077)
H (-1.7596, 1.7930, 6.2564)
H (-1.7418, 2.4676, 7.8698)
H (-4.0927, 1.5046, 6.3556)
H (-2.5293, 0.2765, 8.6289)
H (-3.9014, -0.4003, 7.5912)
C (-0.8272, 0.6269, 0.8229)
C (-0.6845, -0.4618, -0.2768)
C (0.7338, -0.4627, -0.8496)
O (0.9544, -1.8365, -0.9843)
C (0.1782, -2.5263, -0.1084)
O (0.2948, -3.6392, 0.3624)
O (-0.7255, -1.6979, 0.3931)
H (-1.1721, 1.5957, 0.4617)
H (0.1395, 0.7289, 1.3160)
H (-1.6427, 0.3326, 1.4834)
H (-1.4810, -0.3228, -1.0078)
H (1.4908, -0.0362, -0.1914)
H (0.6468, 0.0806, -1.7906)
C (-4.3765, -0.5355, -5.2257)
C (-3.4770, -1.8177, -5.3370)
C (-3.7697, -2.8380, -6.5334)
O (-2.5042, -2.8278, -7.1723)
C (-1.6558, -1.9520, -6.7458)
O (-0.6082, -1.5911, -7.2049)
O (-2.1204, -1.4048, -5.6246)
H (-4.0751, 0.2781, -4.5661)
H (-5.4059, -0.7432, -4.9334)
H (-4.4958, -0.3604, -6.2949)
H (-3.4647, -2.3506, -4.3862)
H (-4.5621, -2.4851, -7.1935)
H (-3.8940, -3.8793, -6.2362)


> Which formula does entry 4 have?

C25H60O21